[1]
Density functional theory data (ωB97M-V/def2-TZVPD) for a structure of composition C40H45AsMnO5P3 at a distorted geometry.

```
95
Properties=species:S:1:pos:R:3
Mn 0.38269 2.97873 0.57833
O 1.56809 6.58613 1.45123
C 1.39559 5.40733 0.94373
O 0.31449 4.91203 0.66883
C 2.66819 4.66023 0.61153
O 2.39449 3.26993 0.53473
C 2.84599 2.52023 1.64673
C 1.65689 2.33093 2.63423
O 1.75689 1.54373 3.54043
O 0.65909 3.06533 2.34343
H 0.76109 7.09923 1.65183
H 3.45579 4.90093 1.33243
H 2.99479 5.00863 -0.38097
H 3.68669 2.98753 2.16643
H 3.17129 1.53643 1.29053
C 1.67099 2.20323 -2.74017
P 0.34849 3.00503 -1.76337
C 0.39019 4.66323 -2.54267
C -1.26311 2.37813 -2.34147
C -1.47841 1.92813 -3.63667
C -2.74401 1.51183 -4.02017
C -3.80071 1.58273 -3.12737
C -3.60181 2.06423 -1.84157
C -2.32911 2.44403 -1.43247
P -1.98111 3.12653 0.23533
C -3.26201 2.47763 1.35843
C -2.57161 4.84633 0.06553
H 1.67549 2.60343 -3.75457
H 1.54499 1.12583 -2.78107
H 2.63239 2.42453 -2.27367
H 0.07499 4.55043 -3.58277
H 1.40649 5.05793 -2.52907
H -0.28071 5.36103 -2.04697
H -0.66461 1.90073 -4.34447
H -2.90661 1.14503 -5.02017
H -4.78461 1.26153 -3.42917
H -4.44461 2.13573 -1.17137
H -4.24401 2.69963 0.93903
H -3.17741 3.00083 2.31233
H -3.15761 1.40833 1.52913
H -3.57121 4.82293 -0.37247
H -1.92351 5.43613 -0.57707
H -2.62511 5.30753 1.05173
C -0.80501 -0.32387 -0.39697
C -1.09941 -1.80817 -0.18877
As 0.44979 -3.04647 -0.00967
C -0.38031 -4.67127 0.74123
C -1.36681 -5.26267 -0.03727
C -1.96401 -6.42737 0.41893
C -1.56761 -7.00167 1.61303
C -0.57851 -6.40857 2.37843
C 0.02379 -5.23667 1.93743
C 0.86689 -3.65527 -1.79727
C 0.30799 -3.14247 -2.96477
C 0.56219 -3.76887 -4.17187
C 1.41959 -4.86097 -4.23127
C 2.00959 -5.35077 -3.07377
C 1.74809 -4.73887 -1.86357
P 0.22529 0.54943 0.88753
C -0.56971 0.04023 2.45393
C -1.19191 0.99233 3.25743
C -1.79361 0.62953 4.44913
C -1.79861 -0.69617 4.85063
C -1.17141 -1.65077 4.06473
C -0.54931 -1.29097 2.88223
C 1.75619 -0.44517 0.82223
C 2.35139 -0.68297 -0.42467
C 3.51939 -1.42007 -0.51447
C 4.10039 -1.94597 0.63163
C 3.53039 -1.69167 1.87183
C 2.37559 -0.93337 1.97683
H -1.75671 0.22333 -0.42547
H -0.31771 -0.15637 -1.36387
H -1.70321 -2.14837 -1.03657
H -1.69401 -1.93857 0.71923
H -1.67091 -4.82777 -0.98187
H -2.73871 -6.88337 -0.18037
H -2.02031 -7.92657 1.94133
H -0.26351 -6.85917 3.30663
H 0.81139 -4.78047 2.52733
H -0.35721 -2.28657 -2.93077
H 0.08699 -3.40957 -5.07207
H 1.64259 -5.31657 -5.18397
H 2.67529 -6.19797 -3.12047
H 2.21419 -5.09987 -0.95137
H -1.16801 2.03403 2.96643
H -2.23961 1.38873 5.07193
H -2.26771 -0.97907 5.78043
H -1.14871 -2.68177 4.38543
H -0.01791 -2.05487 2.31983
H 1.90699 -0.26837 -1.31937
H 3.98409 -1.57567 -1.47647
H 5.01259 -2.51947 0.56243
H 3.99519 -2.06987 2.76893
H 1.98049 -0.69577 2.95413
```

Values from the calculation:
2S+1: 4
E_tot: -6337.38074 a.u.
LUMO level (spin up / spin down): -8.33 / -10.27 eV
net charge: +3
gap between HOMO and LUMO (spin up / spin down): 7.634 / 5.782 eV

---

[2]
Density functional theory data (ωB97M-V/def2-TZVPD) for a structure of composition C40H46AlN2O8S3Sb.

```
101
Properties=species:S:1:pos:R:3
Al -0.07035 -0.85709 -1.52354
C 6.28042 1.22694 2.20595
C 4.80420 1.02176 2.00628
C 3.96502 0.74383 3.08103
C 2.59848 0.58413 2.90302
C 2.06581 0.69028 1.62963
C 2.88690 0.95478 0.53849
C 4.24618 1.12539 0.73290
S 0.31779 0.57325 1.40293
O -0.22618 1.90055 1.42217
O -0.19970 -0.34625 2.39314
O 0.22695 -0.03064 0.03416
H 6.57969 0.99579 3.22743
H 6.55673 2.26233 1.99944
H 6.86025 0.59676 1.52986
H 4.38680 0.65678 4.07531
H 1.94917 0.36549 3.74090
H 2.46328 1.03212 -0.45431
H 4.87529 1.35706 -0.11857
C -1.60952 6.25310 0.27080
C -0.41341 5.79977 -0.51822
C 0.32256 4.69427 -0.09812
C 1.41500 4.25512 -0.82688
C 1.77197 4.91890 -1.99346
C 1.06727 6.03648 -2.41731
C -0.01923 6.46942 -1.67603
S 3.03022 4.24105 -3.03000
O 3.74903 5.32029 -3.63990
O 3.69607 3.22022 -2.27062
N 2.26017 3.48129 -4.26219
C 1.41409 2.31833 -3.98214
C -0.05311 2.63451 -3.69470
C -0.82750 1.42985 -3.18902
O -2.01665 1.28717 -3.39481
O -0.09046 0.63562 -2.46906
H -1.31088 6.60298 1.26046
H -2.30887 5.42821 0.41472
H -2.13395 7.06498 -0.23180
H 0.02805 4.14894 0.78895
H 1.97771 3.38655 -0.51186
H 1.36476 6.55864 -3.31801
H -0.57801 7.33752 -2.00508
H 1.91859 4.13237 -4.95669
H 1.86272 1.80135 -3.13736
H 1.48716 1.64269 -4.83733
H -0.56481 3.03998 -4.56840
H -0.12505 3.37972 -2.90078
C 3.40071 -2.73510 -0.17671
N 3.21522 -2.99467 -1.60583
C 3.99066 -4.09166 -2.17046
C 2.30898 -2.34193 -2.31018
C 2.05493 -2.71859 -3.73924
O 1.66370 -1.40206 -1.78228
H 3.20879 -3.65435 0.37700
H 2.70538 -1.97349 0.15597
H 4.42476 -2.40636 0.00169
H 4.87801 -4.22886 -1.55775
H 4.30848 -3.86843 -3.18540
H 3.41719 -5.02024 -2.16589
H 2.95057 -2.57388 -4.34425
H 1.25543 -2.09404 -4.12594
H 1.76223 -3.76656 -3.81278
S -0.09357 -3.14145 0.48814
Sb -2.00519 -2.35083 1.43331
C -2.88346 -0.46417 1.06790
C -3.19288 0.32865 2.16856
C -3.77192 1.57403 1.97783
C -4.01750 2.03945 0.69350
C -3.70203 1.25427 -0.40548
C -3.14983 -0.00573 -0.21806
C -3.57388 -3.61983 0.79439
C -3.29589 -4.95140 0.50330
C -4.32173 -5.80933 0.13443
C -5.62583 -5.33879 0.05106
C -5.90482 -4.00936 0.33082
C -4.87961 -3.14889 0.70255
C -2.01823 -2.63857 3.51378
C -3.22443 -2.71493 4.20024
C -3.22495 -2.93784 5.57054
C -2.02258 -3.09301 6.24540
C -0.81957 -3.02426 5.55524
C -0.81350 -2.79298 4.18738
H -2.95093 -0.00385 3.17070
H -4.00813 2.19134 2.83522
H -4.45070 3.02142 0.54943
H -3.86054 1.61272 -1.41394
H -2.93705 -0.60980 -1.09125
H -2.27358 -5.30950 0.54879
H -4.10333 -6.84485 -0.09352
H -6.42509 -6.00906 -0.23854
H -6.91890 -3.63822 0.25448
H -5.10220 -2.10679 0.90516
H -4.16708 -2.61184 3.67342
H -4.16310 -2.99407 6.10744
H -2.02305 -3.27147 7.31315
H 0.11660 -3.14774 6.08455
H 0.11960 -2.72741 3.64112
C -1.26588 -2.10199 -2.45192
H -0.73363 -3.04306 -2.62911
H -1.55524 -1.66655 -3.41399
H -2.18207 -2.39670 -1.93536
```

Values from the calculation:
energy relative to the best compared isomer or geometry (same formula, charge and spin): 7.8 kcal/mol
E_tot: -3940.71317 a.u.
LUMO level: 0.19 eV
gap between HOMO and LUMO: 8.437 eV

---

[3]
Density functional theory data (ωB97M-V/def2-TZVPD) for a structure of composition C40H46Cl3CoN2O5.

```
97
Properties=species:S:1:pos:R:3
Co 1.43329 -0.03881 -0.54623
C -3.43108 -2.13717 4.46633
C -3.58898 -2.40743 2.96160
C -4.04430 -3.85814 2.75120
C -4.67945 -1.48376 2.41904
C -2.24625 -2.17811 2.26859
C -2.06616 -1.19509 1.33844
C -0.78273 -1.00690 0.77031
N -0.39580 -0.09089 -0.10915
C -1.13143 0.84306 -0.84680
C -2.33700 1.45464 -0.54015
C -2.92952 2.30203 -1.47063
C -2.28445 2.48848 -2.69263
C -1.04778 1.91939 -3.01761
C -0.44654 1.12994 -2.03796
O 0.77826 0.58450 -2.16248
C -0.37229 2.14075 -4.37363
C -0.14432 0.78464 -5.06022
C -1.23467 2.99782 -5.30107
C 0.97981 2.84672 -4.18675
C -4.25109 2.99200 -1.11562
C -4.05700 3.87095 0.12938
C -5.32494 1.93442 -0.82145
C -4.75623 3.88183 -2.25186
C 0.29802 -1.91539 1.06538
O 1.38606 -1.75410 0.40419
C 0.10981 -2.92643 2.05079
C -1.13539 -2.99895 2.62774
C 1.27525 -3.80621 2.50984
C 1.96774 -4.50533 1.32894
C 0.80857 -4.89938 3.47525
C 2.29129 -2.90122 3.22841
H -4.38071 -2.30511 4.98404
H -3.11986 -1.10398 4.63807
H -2.68012 -2.79159 4.91527
H -4.99773 -4.03125 3.25935
H -3.31835 -4.57261 3.14532
H -4.17713 -4.06763 1.68660
H -5.62527 -1.70752 2.91845
H -4.82506 -1.61957 1.34418
H -4.44475 -0.43217 2.60619
H -2.88570 -0.56748 1.03608
H -2.78634 1.31814 0.43331
H -2.75559 3.12246 -3.42948
H -1.09893 0.28338 -5.24557
H 0.47667 0.13458 -4.44492
H 0.35807 0.93406 -6.02165
H -2.21700 2.54888 -5.47554
H -0.73113 3.08872 -6.26667
H -1.37902 4.00668 -4.90364
H 1.67975 2.21566 -3.64016
H 0.85760 3.77958 -3.62992
H 1.41351 3.08125 -5.16488
H -3.77013 3.27861 1.00122
H -4.98451 4.40077 0.37085
H -3.27001 4.60940 -0.04220
H -5.04937 1.31325 0.03501
H -5.46011 1.27600 -1.68347
H -6.28421 2.41272 -0.59627
H -4.03273 4.66220 -2.50204
H -5.68456 4.37053 -1.94362
H -4.96550 3.30272 -3.15595
H -1.29368 -3.74377 3.39600
H 1.28026 -5.20627 0.84437
H 2.82472 -5.07373 1.70239
H 2.31615 -3.79418 0.58291
H -0.01699 -5.48228 3.05607
H 0.49359 -4.49378 4.44124
H 1.64126 -5.58157 3.66208
H 2.67333 -2.13198 2.55074
H 3.13905 -3.49232 3.59178
H 1.82233 -2.40429 4.08156
Cl 7.28700 2.83208 -4.11118
C 6.03648 1.94198 -3.26584
C 5.07157 2.62005 -2.55012
C 4.07896 1.91822 -1.88295
Cl 2.93314 2.83564 -0.96123
C 3.99663 0.51435 -1.90572
O 3.10852 -0.22866 -1.33598
C 5.02466 -0.12005 -2.64504
Cl 5.01856 -1.86107 -2.71821
C 6.02211 0.56047 -3.31339
H 5.08132 3.70036 -2.49590
H 6.77550 0.01417 -3.86481
O 1.92696 2.14612 3.01828
C 2.20042 1.34863 2.12334
O 1.45202 1.07571 1.12820
C 3.52718 0.61537 2.24231
C 4.35475 0.88009 3.33042
C 5.56072 0.21005 3.41829
C 5.91126 -0.68894 2.41782
C 5.02546 -0.87908 1.36875
N 3.85510 -0.24807 1.28728
H 4.03192 1.60214 4.06761
H 6.22947 0.39212 4.25079
H 6.84944 -1.22930 2.44784
H 5.25835 -1.55672 0.55108
```

Values from the calculation:
energy relative to the best compared isomer or geometry (same formula, charge and spin): 7.7 kcal/mol
2S+1: 4
E_tot: -4801.04928 a.u.
LUMO level (spin up / spin down): 1.67 / 1.03 eV
net charge: -1
gap between HOMO and LUMO (spin up / spin down): 6.208 / 6.279 eV

---

[4]
Density functional theory data (ωB97M-V/def2-TZVPD) for a cluster of 7 separate species, C40H46F48N2O8SSi in total at a distorted geometry.

```
146
Properties=species:S:1:pos:R:3
C 1.16292 4.84456 1.08202
C -0.10766 4.53548 2.02237
O -0.22371 3.40960 2.54840
N -1.10255 5.63138 2.17552
C -1.54795 5.75357 3.58958
C -2.26963 5.34705 1.25093
C -2.78099 6.65080 0.46444
C -4.35506 6.96380 0.69284
C -4.75217 6.94376 2.23999
Si -6.50118 7.60229 2.63400
S -6.82251 7.19572 4.76523
C -7.90780 6.69141 1.70340
C -8.11732 5.16326 2.20507
C -7.09660 4.14812 1.51931
N -6.60540 2.92761 2.19326
O -6.74738 4.41547 0.33801
H 0.86816 4.75274 -0.01703
H 1.99756 4.10636 1.35119
H 1.49417 5.90307 1.33380
H -1.67471 4.74585 4.12206
H -2.52377 6.32138 3.72264
H -0.75729 6.34718 4.17606
H -3.09773 4.76820 1.77638
H -1.84166 4.62493 0.46165
H -2.10704 7.52613 0.73800
H -2.67457 6.41999 -0.65299
H -4.51034 8.04118 0.31707
H -4.93139 6.23405 0.04141
H -4.01147 7.62517 2.79578
H -4.64831 5.90758 2.73349
H -6.67439 9.04123 2.32482
H -6.00297 6.10138 5.07672
H -8.88909 7.22433 1.99129
H -7.84514 6.74944 0.57162
H -9.15980 4.86857 1.81420
H -8.17026 5.08567 3.33634
H -5.83803 2.58614 1.58656
H -6.18199 3.22345 3.08309
C 1.87355 1.26813 4.56620
C 2.33258 2.23563 5.67849
C 3.73399 2.82479 5.51869
F 4.69438 1.88165 5.53010
F 4.01219 3.66248 6.55045
F 2.19868 1.62329 6.87911
F 1.44759 3.27536 5.68708
O 1.98439 -0.13395 4.84848
C 3.21916 -0.76017 4.58079
C 3.86951 -1.33219 5.84326
F 4.12930 -0.36618 6.74922
F 5.05476 -1.91979 5.54787
F 4.02593 0.08361 3.91252
F 2.94381 -1.77055 3.72275
H 0.79804 1.42864 4.45231
H 2.29276 1.52352 3.59033
H 3.81852 3.39914 4.59207
H 3.22166 -2.07374 6.31762
C 4.97919 -5.16582 3.20921
C 5.10418 -5.47334 4.71706
C 6.50535 -5.33463 5.31209
F 7.38681 -6.18872 4.75909
F 6.48188 -5.61912 6.63938
F 4.59040 -6.70216 4.96165
F 4.29184 -4.59050 5.36802
O 4.95531 -6.28957 2.31901
C 6.19250 -6.80550 1.88291
C 6.41381 -8.25555 2.32251
F 6.41576 -8.37029 3.66694
F 7.61439 -8.70977 1.88909
F 7.18579 -5.98400 2.26308
F 6.15902 -6.74646 0.52870
H 3.99500 -4.70760 3.07782
H 5.68496 -4.39972 2.87928
H 6.88521 -4.31579 5.19685
H 5.63061 -8.90821 1.92828
C 6.35722 -3.84043 -4.69249
C 5.17247 -4.55867 -5.37435
C 3.82574 -3.83759 -5.31447
F 3.38653 -3.67120 -4.04644
F 2.87060 -4.56355 -5.95398
F 5.07307 -5.81396 -4.87546
F 5.50328 -4.70282 -6.69093
O 6.71170 -4.28423 -3.37612
C 6.02568 -3.70947 -2.28589
C 5.22840 -4.74387 -1.48713
F 4.28693 -5.34093 -2.24984
F 4.57579 -4.15827 -0.45177
F 5.26975 -2.68007 -2.71253
F 6.97874 -3.16834 -1.49215
H 7.23812 -4.07861 -5.29498
H 6.27370 -2.75331 -4.74661
H 3.87601 -2.86184 -5.79681
H 5.88257 -5.52227 -1.08906
C -2.18176 -1.37925 -4.12390
C -2.47019 -1.57904 -5.62764
C -3.29052 -2.81563 -5.99547
F -2.67399 -3.96224 -5.65705
F -3.48216 -2.86914 -7.33843
F -1.29965 -1.55334 -6.30843
F -3.17038 -0.48241 -6.04370
O -0.89380 -1.79197 -3.65094
C -0.73761 -3.14338 -3.27122
C 0.29653 -3.87563 -4.13040
F -0.06325 -3.89048 -5.43290
F 0.41571 -5.16791 -3.74432
F -1.93596 -3.75479 -3.25753
F -0.31662 -3.11993 -1.98625
H -2.18607 -0.29805 -3.96010
H -2.98814 -1.75646 -3.49032
H -4.27476 -2.79370 -5.51962
H 1.27505 -3.39960 -4.05659
C -8.59376 -0.30716 4.40519
C -9.44923 -0.62446 3.15978
C -9.99877 0.58234 2.40007
F -10.83004 1.32774 3.15292
F -10.72280 0.17630 1.32543
F -10.44567 -1.47034 3.51352
F -8.65060 -1.32352 2.30027
O -9.24464 -0.39703 5.67920
C -9.93705 0.74206 6.14177
C -11.43505 0.48158 6.32328
F -12.02223 0.13411 5.15860
F -12.06595 1.59752 6.76183
F -9.68107 1.79079 5.33918
F -9.38796 1.04724 7.33977
H -7.82770 -1.08633 4.44782
H -8.03273 0.62463 4.29945
H -9.19100 1.22204 2.03316
H -11.60829 -0.32285 7.04267
C 4.49437 -0.22526 -8.43014
C 5.53777 -1.06534 -7.66186
C 6.66587 -0.27703 -6.99640
F 7.41796 0.39402 -7.88480
F 7.50802 -1.12217 -6.34560
F 6.02835 -2.01954 -8.48330
F 4.85972 -1.73278 -6.67180
O 4.64505 -0.15038 -9.85185
C 5.49934 0.84824 -10.36762
C 6.68652 0.26136 -11.13631
F 7.45463 -0.51598 -10.34294
F 7.48528 1.24723 -11.60963
F 5.87443 1.68328 -9.38201
F 4.74093 1.58395 -11.21032
H 3.53834 -0.73924 -8.29549
H 4.34155 0.76056 -7.98411
H 6.27397 0.43268 -6.26243
H 6.34598 -0.34659 -11.97834
```

Values from the calculation:
E_tot: -7744.43752 a.u.
LUMO level: -0.14 eV
SMILES: CC(=O)N(C)CCCC[Si@H](S)CCC(N)=O.FC(F)C(F)(F)COC(F)(F)C(F)F.FC(F)C(F)(F)COC(F)(F)C(F)F.FC(F)C(F)(F)COC(F)(F)C(F)F.FC(F)C(F)(F)COC(F)(F)C(F)F.FC(F)C(F)(F)COC(F)(F)C(F)F.FC(F)C(F)(F)COC(F)(F)C(F)F
gap between HOMO and LUMO: 9.571 eV